(1)
Here is one molecule with the formula C2H5N from the OMol25 dataset. Energies are from ωB97M-V with the def2-TZVPD basis set.

Structure (XYZ):
```
8
Properties=species:S:1:pos:R:3
C -0.66 -0.18 0.45
C 0.72 -0.29 -0.08
N -1.56 0.09 -0.39
H -0.78 -0.31 1.61
H 0.65 0.17 -1.07
H 0.87 -1.38 -0.17
H 1.43 -0.06 0.64
H -2.56 0.17 -0.26
```

Results
Total charge   0
Frontier orbital gap   10.735 eV
2S+1   1
SMILES string   [H]/N=C/C
HOMO energy   -0.3462 Ha
Energy relative to the best compared isomer or geometry (same formula, charge and spin)   11.2 kcal per mole
Total energy   -133.915530 Ha

=====

(2)
Here is a 2-piece molecular cluster, C3H10NO2P overall from the OMol25 dataset. Energies are from ωB97M-V with the def2-TZVPD basis set.

Structure (XYZ):
```
17
Properties=species:S:1:pos:R:3
C 1.56 -0.16 -0.11
C -0.52 0.25 -1.75
C 0.10 0.23 -0.30
N 0.01 1.58 0.15
O -2.39 -0.31 1.06
O -0.11 -0.77 2.21
P -1.02 -0.71 0.84
H 1.61 -1.29 0.01
H 2.04 0.23 0.79
H 2.31 0.30 -0.87
H -0.14 1.03 -2.23
H -1.56 0.29 -1.45
H -0.21 -0.76 -2.20
H -0.89 2.00 0.24
H 0.63 1.74 0.90
H -0.55 -1.20 2.89
H -0.87 -2.43 -0.20
```

Results
⟨S²⟩   2.006
Total charge   0
Frontier orbital gap (alpha / beta)   6.436 / 7.101 eV
2S+1   3
HOMO energy (alpha / beta)   -0.2090 / -0.3539 Ha
Energy relative to the best compared isomer or geometry (same formula, charge and spin)   59.6 kcal per mole
Total energy   -666.716094 Ha

=====

(3)
Here is one molecule with the formula C3H6N2O from the OMol25 dataset. Energies are from ωB97M-V with the def2-TZVPD basis set.

Structure (XYZ):
```
12
Properties=species:S:1:pos:R:3
N -0.67 -1.67 0.24
C -0.53 -0.36 0.45
O -1.40 0.35 1.04
C 0.68 0.33 0.00
C 1.20 0.26 -1.23
N -1.03 1.74 0.51
H -1.50 -2.18 0.51
H 0.09 -2.13 -0.22
H 1.24 0.76 0.83
H 0.58 -0.03 -2.08
H 2.16 0.72 -1.45
H -0.81 2.20 1.40
```

Results
Total charge   0
Frontier orbital gap (alpha / beta)   7.822 / 7.821 eV
2S+1   1
HOMO energy (alpha / beta)   -0.2632 / -0.2632 Ha
Energy relative to the best compared isomer or geometry (same formula, charge and spin)   119.7 kcal per mole
Total energy   -302.502282 Ha

=====

(4)
Here is one molecule with the formula C14H24N2O2S from the OMol25 dataset. Energies are from ωB97M-V with the def2-TZVPD basis set.

Structure (XYZ):
```
43
Properties=species:S:1:pos:R:3
C -5.56 -1.04 -1.06
N -4.34 -0.71 -0.36
C -3.44 0.14 -1.13
C -2.89 1.26 -0.22
N -1.91 0.86 0.76
C -0.56 0.74 0.24
H 0.02 0.10 0.92
C 0.10 2.13 0.25
O -0.12 2.77 1.48
H -0.99 2.47 1.77
C 1.60 2.02 0.01
O 1.82 1.44 -1.26
C 3.15 1.02 -1.46
C 3.54 -0.13 -0.59
C 4.65 -0.29 0.17
C 4.68 -1.51 0.88
C 3.57 -2.26 0.65
S 2.48 -1.50 -0.44
H 3.32 -3.22 1.06
H 5.48 -1.81 1.53
H 5.44 0.44 0.23
H 3.85 1.85 -1.30
H 3.19 0.72 -2.52
H 2.06 3.02 0.06
H 2.05 1.41 0.81
H -0.33 2.74 -0.57
H -0.49 0.33 -0.77
C -2.34 -0.26 1.59
C -2.39 -1.62 0.88
H -2.22 -2.41 1.62
H -1.56 -1.68 0.17
C -3.72 -1.90 0.18
H -4.43 -2.32 0.90
H -3.55 -2.67 -0.60
H -1.64 -0.32 2.43
H -3.33 -0.01 1.98
H -2.45 2.04 -0.85
H -3.74 1.69 0.32
H -4.00 0.61 -1.94
H -2.62 -0.43 -1.58
H -5.40 -1.67 -1.96
H -6.22 -1.58 -0.39
H -6.06 -0.12 -1.37
```

Results
Total charge   0
Frontier orbital gap   9.002 eV
2S+1   1
SMILES string   CN1CCCN(C[C@@H](O)COCc2cccs2)CC1
HOMO energy   -0.3046 Ha
Energy relative to the best compared isomer or geometry (same formula, charge and spin)   60.0 kcal per mole
Total energy   -1205.991471 Ha

=====

(5)
Here is C49H35F5IrN5OS3 as an isolated structure from the OMol25 dataset. Energies are from ωB97M-V with the def2-TZVPD basis set.

Structure (XYZ):
```
99
Properties=species:S:1:pos:R:3
Ir -0.96 -0.01 -1.47
N -5.28 0.10 -2.22
C -3.92 0.23 -2.08
S -2.97 -1.20 -2.06
N -3.48 1.46 -1.99
N -2.13 1.57 -1.86
C -1.74 2.80 -2.11
C -0.41 3.27 -2.17
C -0.19 4.57 -2.69
C 1.06 5.05 -2.91
C 2.17 4.22 -2.60
C 1.94 3.02 -2.04
N 0.68 2.55 -1.77
H -5.59 -0.79 -2.56
H -5.76 0.91 -2.59
H -2.52 3.50 -2.39
H -1.06 5.15 -2.94
H 1.21 6.04 -3.32
H 3.19 4.53 -2.81
H 2.73 2.34 -1.76
C 4.44 0.35 5.65
C 5.72 1.08 5.34
O 6.59 1.25 6.16
S 6.03 1.74 3.71
C 4.59 1.43 2.72
C 4.76 0.68 1.55
C 3.72 0.55 0.64
C 2.46 1.16 0.88
C 2.30 1.87 2.11
C 3.35 2.03 2.98
C 1.44 1.15 -0.05
C 0.54 1.34 -0.97
H 4.63 -0.38 6.43
H 4.00 -0.13 4.78
H 3.71 1.07 6.03
H 5.72 0.21 1.35
H 3.87 -0.03 -0.27
H 1.34 2.32 2.32
H 3.22 2.61 3.88
C 1.70 -2.39 5.48
C 0.51 -1.72 5.73
C -0.14 -1.04 4.70
C 0.41 -1.00 3.42
C 1.60 -1.69 3.18
C 2.24 -2.38 4.20
C -0.26 -0.30 2.29
C -1.37 0.37 2.31
C -2.50 1.12 2.08
C -3.75 0.51 1.76
C -4.87 1.28 1.50
C -4.81 2.67 1.56
C -3.60 3.29 1.88
C -2.46 2.55 2.14
H 2.21 -2.92 6.28
H 0.07 -1.74 6.72
H -1.08 -0.53 4.89
H 2.01 -1.69 2.17
H 3.15 -2.92 3.99
H 0.25 -0.40 1.33
H -3.80 -0.57 1.70
H -5.80 0.79 1.24
H -5.69 3.27 1.35
H -3.54 4.38 1.91
H -1.52 3.03 2.37
F -5.01 0.04 -6.93
C -3.85 0.06 -6.28
C -3.23 1.25 -6.00
F -3.79 2.40 -6.41
C -2.04 1.26 -5.30
F -1.48 2.46 -5.09
C -1.43 0.10 -4.84
S 0.04 0.13 -3.88
C -2.07 -1.08 -5.18
F -1.56 -2.25 -4.81
C -3.26 -1.11 -5.87
F -3.86 -2.27 -6.14
C -1.35 -4.40 2.09
C -0.09 -4.55 1.52
C 0.35 -3.68 0.54
C -0.45 -2.61 0.07
C -1.68 -2.44 0.71
C -2.13 -3.32 1.69
N 0.03 -1.72 -0.92
C 1.03 -2.24 -1.81
C 0.83 -3.43 -2.52
C 1.79 -3.91 -3.39
C 2.99 -3.22 -3.58
C 3.19 -2.03 -2.90
C 2.22 -1.54 -2.04
H -1.70 -5.09 2.85
H 0.55 -5.36 1.84
H 1.35 -3.81 0.13
H -2.30 -1.60 0.43
H -3.10 -3.16 2.15
H -0.11 -3.96 -2.39
H 1.60 -4.83 -3.94
H 3.74 -3.60 -4.27
H 4.10 -1.47 -3.05
H 2.35 -0.60 -1.53
```

Results
⟨S²⟩   0.931
Total charge   -1
Frontier orbital gap (alpha / beta)   3.559 / 3.131 eV
2S+1   2
HOMO energy (alpha / beta)   -0.1137 / -0.0942 Ha
Energy relative to the best compared isomer or geometry (same formula, charge and spin)   40.6 kcal per mole
Total energy   -4035.353662 Ha

=====

(6)
Here is C36H34CoNP3S5 as an isolated structure from the OMol25 dataset. Energies are from ωB97M-V with the def2-TZVPD basis set.

Structure (XYZ):
```
80
Properties=species:S:1:pos:R:3
Co -1.18 0.46 -0.91
S -4.40 -3.86 -5.51
C -3.64 -2.97 -4.39
S -4.46 -2.23 -3.04
C -3.08 -1.39 -2.38
C -1.87 -1.58 -3.04
S -0.38 -0.88 -2.64
S -1.92 -2.65 -4.42
S -3.34 -0.41 -1.02
C 2.06 -1.03 2.33
N 1.03 -1.11 1.27
P 0.39 0.38 0.75
C 0.33 1.25 2.36
C -0.51 0.76 3.37
C -0.49 1.31 4.64
C 0.35 2.37 4.92
C 1.14 2.91 3.92
C 1.14 2.35 2.65
C 1.76 1.23 -0.11
C 3.04 0.71 -0.23
C 4.05 1.51 -0.75
C 3.78 2.80 -1.18
C 2.48 3.29 -1.13
C 1.48 2.51 -0.59
P 0.90 -2.56 0.31
C 1.66 -3.82 1.42
C 2.59 -4.72 0.89
C 3.05 -5.77 1.67
C 2.60 -5.92 2.97
C 1.70 -5.01 3.51
C 1.23 -3.97 2.73
C -0.79 -3.17 0.69
C -1.61 -2.63 1.68
C -2.80 -3.25 2.01
C -3.19 -4.41 1.35
C -2.38 -4.95 0.36
C -1.19 -4.33 0.03
H 2.58 -0.08 2.30
H 2.79 -1.83 2.19
H 1.61 -1.14 3.32
H -1.18 -0.06 3.16
H -1.13 0.90 5.40
H 0.39 2.78 5.92
H 1.78 3.76 4.11
H 1.77 2.78 1.89
H 3.25 -0.31 0.06
H 5.07 1.13 -0.80
H 4.58 3.42 -1.56
H 2.25 4.28 -1.52
H 0.48 2.92 -0.49
H 2.93 -4.60 -0.13
H 3.76 -6.47 1.26
H 2.94 -6.76 3.57
H 1.36 -5.11 4.53
H 0.50 -3.28 3.14
H -1.31 -1.72 2.17
H -3.43 -2.83 2.79
H -4.13 -4.88 1.60
H -2.68 -5.86 -0.14
H -0.55 -4.75 -0.74
C -2.80 2.07 -3.44
P -1.81 2.42 -1.94
C -3.03 3.34 -0.94
C -0.66 3.66 -2.61
C 0.18 3.26 -3.64
C 0.99 4.18 -4.28
C 0.98 5.51 -3.89
C 0.18 5.91 -2.83
C -0.64 4.99 -2.18
H -2.26 1.41 -4.12
H -3.01 3.01 -3.95
H -3.74 1.60 -3.14
H -3.43 4.18 -1.51
H -2.58 3.70 -0.01
H -3.84 2.65 -0.69
H 0.20 2.22 -3.95
H 1.62 3.86 -5.10
H 1.58 6.24 -4.41
H 0.17 6.94 -2.52
H -1.26 5.32 -1.36
```

Results
⟨S²⟩   6.038
Total charge   +1
Frontier orbital gap (alpha / beta)   7.504 / 5.416 eV
2S+1   5
HOMO energy (alpha / beta)   -0.3732 / -0.3880 Ha
Total energy   -5844.594957 Ha

=====

(7)
Here is one molecule with the formula C5H7ClN2O from the OMol25 dataset. Energies are from ωB97M-V with the def2-TZVPD basis set.

Structure (XYZ):
```
16
Properties=species:S:1:pos:R:3
C -0.12 1.87 -1.61
C 0.21 2.21 -0.13
C -0.10 -0.57 -1.68
C 0.45 -0.85 -0.30
C 0.07 -1.21 1.93
N -0.14 0.76 -2.18
N 0.61 1.45 0.71
O -0.43 -1.20 0.55
Cl 2.09 -1.26 -0.25
H -0.21 2.79 -2.14
H 0.10 3.37 0.22
H 0.43 -1.12 -2.57
H -1.13 -0.87 -1.71
H 0.25 -0.06 2.27
H 1.02 -1.73 1.90
H -0.71 -1.71 2.63
```

Results
Total charge   0
Frontier orbital gap (alpha / beta)   6.945 / 6.922 eV
2S+1   1
HOMO energy (alpha / beta)   -0.2640 / -0.2635 Ha
Energy relative to the best compared isomer or geometry (same formula, charge and spin)   117.6 kcal per mole
Total energy   -839.472272 Ha

=====

(8)
Here is a 2-piece molecular cluster, CH3NOS overall from the OMol25 dataset. Energies are from ωB97M-V with the def2-TZVPD basis set.

Structure (XYZ):
```
7
Properties=species:S:1:pos:R:3
C 0.63 0.64 -0.17
N -0.16 1.35 0.47
O -0.61 -2.31 -0.28
S -0.93 -1.76 1.02
H 1.61 0.44 0.19
H 0.50 -0.03 -1.16
H -1.06 1.66 -0.07
```

Results
Total charge   0
Frontier orbital gap (alpha / beta)   7.712 / 7.748 eV
2S+1   1
SMILES string   C=N.O=S
HOMO energy (alpha / beta)   -0.3340 / -0.3349 Ha
Energy relative to the best compared isomer or geometry (same formula, charge and spin)   86.3 kcal per mole
Total energy   -567.963152 Ha

=====

(9)
Here is CH3Br3N as an isolated structure from the OMol25 dataset. Energies are from ωB97M-V with the def2-TZVPD basis set.

Structure (XYZ):
```
8
Properties=species:S:1:pos:R:3
C -2.05 -0.32 -0.09
N 1.85 0.18 0.13
Br -2.90 -1.77 -0.66
Br -2.63 1.39 -0.39
Br -0.55 -0.48 0.87
H 2.39 -0.53 -0.18
H 1.72 0.96 -0.62
H 2.18 0.57 0.94
```

Results
Total charge   +1
Frontier orbital gap (alpha / beta)   7.164 / 7.163 eV
2S+1   1
HOMO energy (alpha / beta)   -0.5071 / -0.5070 Ha
Energy relative to the best compared isomer or geometry (same formula, charge and spin)   38.3 kcal per mole
Total energy   -7816.336722 Ha

=====

(10)
Here is an isolated ion of composition C9H13IN and charge +1 from the OMol25 dataset. Energies are from ωB97M-V with the def2-TZVPD basis set.

Structure (XYZ):
```
24
Properties=species:S:1:pos:R:3
C -1.39 -2.54 -1.07
C -1.73 -1.38 -1.50
C -0.52 -2.90 0.02
C -1.10 -0.14 -1.03
C 0.43 -2.19 0.54
C -0.26 2.38 -0.20
C 1.94 0.93 -0.15
C 0.41 1.03 1.78
C 0.48 1.07 0.20
N -0.19 -0.15 -0.18
I 2.14 -2.35 1.61
H -1.83 -3.40 -1.50
H -2.63 -1.29 -2.29
H -0.68 -3.89 0.34
H -1.49 0.80 -1.41
H -1.30 2.34 -0.02
H 0.21 3.23 0.43
H -0.23 2.59 -1.24
H 2.52 0.59 0.67
H 1.97 0.23 -0.96
H 2.38 1.84 -0.49
H -0.51 1.63 1.94
H 0.30 -0.01 2.22
H 1.10 1.58 2.31
```

Results
Total charge   +1
Frontier orbital gap   8.041 eV
2S+1   1
HOMO energy   -0.4950 Ha
Energy relative to the best compared isomer or geometry (same formula, charge and spin)   77.9 kcal per mole
Total energy   -702.772822 Ha

=====

> Which of these has the lowest total charge?

C49H35F5IrN5OS3

=====

> Among the records above, which one has the highest total energy?

C2H5N

=====

> The lowest total charge belongs to which entry?

C49H35F5IrN5OS3